Record 1
{"formula": "C11H25N4O3P2S2", "method": "the ωB97M-V functional and the def2-TZVPD basis", "elements": ["C", "C", "O", "C", "C", "C", "O", "C", "C", "N", "C", "C", "C", "O", "N", "S", "C", "P", "N", "N", "P", "S", "H", "H", "H", "H", "H", "H", "H", "H", "H", "H", "H", "H", "H", "H", "H", "H", "H", "H", "H", "H", "H", "H", "H", "H", "H"], "positions_angstrom": [[-0.06848, 1.37618, 2.68321], [-1.15449, 2.40765, 2.07151], [-2.49854, 1.84060, 2.09225], [-3.02226, 1.89047, 0.75353], [-2.44998, 0.65381, -0.09480], [-1.45814, 0.61285, -1.27247], [-0.78664, 1.70264, -1.85429], [0.65257, 1.42993, -1.83555], [1.52137, 2.46322, -0.96866], [2.37712, 1.70904, 0.00268], [3.43532, 0.90258, -0.67493], [3.38383, -0.60452, -0.07483], [4.86916, -1.28684, -0.09076], [2.51070, -1.48528, -0.86243], [-1.41736, -0.81629, -1.59735], [-0.49257, -1.55143, -2.90801], [-2.22198, -1.63778, -0.73556], [-2.44090, -3.54310, -0.73664], [-2.30400, -4.18667, -2.18878], [-2.85614, -0.71514, 0.19755], [-3.96280, -1.21720, 1.52076], [-2.89331, -2.38685, 2.69006], [0.93379, 1.92773, 2.68465], [-0.32011, 1.11345, 3.76554], [0.05275, 0.45759, 2.01184], [-1.16610, 3.33651, 2.73559], [-0.77709, 2.67398, 1.02175], [-4.17201, 1.80447, 0.70736], [-2.76686, 2.85274, 0.17876], [0.84205, 0.38646, -1.38628], [1.03939, 1.41487, -2.91310], [2.25312, 3.00808, -1.68304], [0.88224, 3.26866, -0.45036], [2.88336, 2.39442, 0.58695], [3.31560, 0.80170, -1.80607], [4.50603, 1.29954, -0.50044], [2.98849, -0.62459, 1.00361], [5.15303, -1.69896, 0.94184], [4.87146, -2.16173, -0.84234], [5.65466, -0.53508, -0.47821], [2.19032, -2.22477, -0.29951], [0.43594, -2.39219, -2.30802], [-3.73869, -3.85137, -0.18943], [-1.39752, -4.09125, 0.08449], [-3.16075, -4.67432, -2.48466], [-4.27455, -0.05831, 2.33560], [-5.13172, -1.88169, 1.03229]], "forces_ev_per_angstrom": [[-0.2386, 0.8048, -0.2605], [1.9388, -0.3648, 1.1956], [0.1372, 0.6522, -2.1845], [-0.2546, -0.7932, -1.3212], [1.7880, -0.6737, -2.4860], [-3.1949, -0.6360, 3.5117], [-1.0938, -3.3883, 1.4262], [2.2211, -0.5555, 0.0453], [0.5635, 0.5739, -0.8380], [0.2411, 0.8219, -0.6968], [0.3723, -1.8849, 0.3517], [1.6342, -0.8244, 0.4666], [-0.1931, 0.1024, -0.4928], [-0.4292, 0.4902, 0.5634], [-0.7173, -0.7015, 1.9314], [0.0573, 0.1358, -0.2566], [-0.0268, 4.3586, 1.1482], [0.0342, -1.9013, -2.5996], [-0.4684, 0.5639, 1.5273], [1.5476, 0.9374, -3.2925], [1.9861, -1.1958, 2.5006], [-0.7636, 0.3335, -0.9359], [-1.3365, -0.7903, -0.0124], [0.2400, 0.1665, -1.6145], [-0.2987, 1.1991, 1.0751], [-0.0456, -1.1411, -1.0514], [-0.9240, -0.3113, 1.3983], [1.7580, 0.1206, 0.5529], [-0.2147, -1.4229, 0.9469], [-0.2194, 1.6248, -0.6897], [-0.8469, 0.0877, 1.4995], [-1.4940, -0.5438, 0.8045], [0.8860, -1.4303, -0.7065], [-0.6580, -0.4420, -0.3869], [-0.0546, 0.2891, 1.4179], [-1.8096, -0.4714, -0.1333], [0.5958, 0.5252, -1.5892], [-0.3086, 0.7567, -1.5636], [-0.1018, 1.3661, 1.2283], [-1.1186, -1.2266, 0.8783], [0.6256, 0.8755, -0.3486], [-0.8374, 0.9305, 0.3154], [0.8609, 0.8302, 0.4440], [-0.6424, 1.0446, 0.1424], [0.4801, 0.5345, 0.0349], [-0.1130, -0.3345, -1.5183], [0.4364, 0.9077, -0.4275]], "lowdin_charge": [-0.075, -0.224, -0.187, -0.167, -0.042, -0.146, -0.038, -0.162, -0.176, -0.097, -0.168, -0.345, -0.060, -0.138, -0.345, 0.878, -0.312, 0.715, -0.335, -0.213, 0.428, 0.144, 0.076, 0.087, 0.071, 0.136, 0.100, 0.137, 0.148, 0.093, 0.139, 0.128, 0.126, 0.114, 0.136, 0.131, 0.141, 0.082, 0.087, 0.077, 0.095, -0.080, 0.015, 0.023, -0.016, 0.021, 0.000], "multiplicity": 1, "lumo_energy_ev": -4.235, "smiles": "CCOCc1c(OCCNC[C@H](C)O)n(S)c([PH2]=N)[n+]1[PH2]=S", "homo_lumo_gap_ha": 0.282, "total_charge": 1}

---

Record 2
{"formula": "C5H9GdMgO4", "method": "the ωB97M-V functional and the def2-TZVPD basis", "elements": ["O", "C", "C", "O", "C", "C", "O", "C", "Gd", "H", "H", "H", "H", "H", "H", "H", "H", "H", "Mg", "O"], "positions_angstrom": [[2.31001, -0.75823, -0.65296], [1.09246, -1.16099, -0.95978], [-0.03170, -0.51731, -0.55760], [0.21345, 0.36173, 0.52493], [-0.39821, 1.64787, 0.45351], [0.23924, 2.51104, 1.51181], [1.66079, 2.40901, 1.35800], [2.38679, 3.38860, 2.10122], [2.47119, 0.40931, 0.82331], [0.98904, -1.99186, -1.67229], [-1.48073, 1.56653, 0.62573], [-0.21333, 2.06107, -0.55018], [-0.03869, 2.18722, 2.52580], [-0.07049, 3.55594, 1.37350], [3.45398, 3.20703, 1.94051], [2.12011, 4.38918, 1.73665], [2.14348, 3.30108, 3.16928], [-1.08747, -0.40209, -1.31046], [-2.55055, -2.45153, -0.71005], [-2.77075, -1.15649, -2.02454]], "forces_ev_per_angstrom": [[-0.3579, -3.2898, -3.0138], [-2.0089, -0.2909, -1.9644], [-1.9497, -0.3454, -2.4171], [-1.2287, 0.2265, -0.3336], [-0.3907, 0.5169, -0.4262], [-0.5173, 0.3246, 0.1997], [-0.9862, 1.3406, 0.1940], [0.0528, 0.4439, 0.3356], [3.8338, 1.4862, 4.4467], [0.1317, 0.4247, 0.1683], [0.2625, 0.0169, -0.0880], [-0.1518, -0.0217, 0.2593], [0.0712, 0.0706, -0.1994], [0.0193, -0.2272, 0.0496], [-0.1792, 0.0767, 0.0369], [0.1606, -0.2322, 0.1063], [0.1196, 0.0634, -0.2444], [2.9357, -0.5113, 2.6264], [-0.0964, -0.6785, 0.5061], [0.2797, 0.6060, -0.2420]], "lowdin_charge": [-0.366, -0.267, -0.177, -0.321, -0.148, -0.157, -0.451, -0.051, 1.626, 0.133, 0.158, 0.154, 0.151, 0.152, 0.095, 0.115, 0.114, 0.155, 0.666, -0.583], "s2": 20.040, "multiplicity": 9, "lumo_energy_ev": [-2.860, -3.945], "homo_lumo_gap_ha": [0.233, 0.306], "de_lowest_ev": 6.789, "total_charge": 1}

---

Record 3
{"formula": "C5H13N3O", "method": "the ωB97M-V functional and the def2-TZVPD basis", "elements": ["C", "C", "N", "C", "O", "H", "H", "H", "H", "H", "H", "H", "C", "N", "C", "N", "H", "H", "H", "H", "H", "H"], "positions_angstrom": [[-2.18451, -0.04093, 0.68121], [-1.75972, -1.28905, 0.94051], [-1.95365, 1.05558, 1.48159], [-0.28365, 1.27836, -1.24487], [-0.60342, 2.41245, -0.92487], [-2.81052, 0.16405, -0.18045], [-1.89045, 1.93438, 0.99431], [-1.22332, 0.92804, 2.16810], [-0.69617, 0.75231, -2.11800], [-2.15842, -2.12179, 0.38928], [0.21166, -1.35174, -0.03270], [-1.26674, -1.51646, 1.87261], [2.34679, -1.24768, -0.66412], [1.20981, 1.11890, 0.57409], [0.89070, -0.83374, -0.80020], [0.69328, 0.57974, -0.62790], [2.18279, 1.38566, 0.42603], [0.67162, 1.96993, 0.75140], [0.49673, -1.10838, -1.77887], [2.97158, -0.71093, -1.37704], [2.44397, -2.31010, -0.87126], [2.71163, -1.04862, 0.34118]], "forces_ev_per_angstrom": [[0.1099, -0.5723, 0.2027], [-0.9708, 0.4360, 0.2298], [0.0228, 0.0453, 0.1347], [0.6880, 0.0712, -0.2273], [-0.2707, 0.0223, 0.0432], [0.0438, -0.0074, -0.0406], [0.0451, 0.1067, -0.0529], [-0.0434, 0.0595, -0.0423], [-0.1182, -0.0477, 0.1211], [0.0891, -0.1060, -0.2794], [1.1833, 0.4689, -0.9913], [0.3117, 0.0031, 0.0749], [-0.1993, 0.1367, -0.0957], [-0.0846, -0.0244, 0.1558], [-0.9254, -1.0633, 1.0180], [0.0423, 0.5976, 0.0322], [-0.2531, 0.0488, -0.0801], [0.1917, -0.1516, -0.1636], [0.0236, 0.0803, -0.0811], [0.0626, 0.0536, -0.0582], [0.0210, -0.0965, 0.0636], [0.0307, -0.0607, 0.0365]], "lowdin_charge": [-0.311, -0.060, 0.053, -0.353, -0.018, 0.111, 0.064, 0.085, 0.140, 0.046, 0.096, 0.056, -0.087, 0.097, -0.240, -0.178, 0.095, 0.076, 0.117, 0.074, 0.072, 0.065], "multiplicity": 1, "lumo_energy_ev": 0.893, "smiles": "CCN(N)C=O.C=CN", "homo_lumo_gap_ha": 0.333, "de_lowest_ev": 2.205, "total_charge": 0}

---

Record 4
{"formula": "C6H24N2O5", "method": "the ωB97M-V functional and the def2-TZVPD basis", "elements": ["C", "C", "C", "C", "C", "N", "C", "N", "H", "H", "H", "H", "H", "H", "H", "H", "H", "H", "H", "H", "H", "H", "H", "H", "O", "H", "H", "O", "H", "H", "O", "H", "H", "O", "H", "H", "O"], "positions_angstrom": [[-1.02635, -0.33731, 2.91769], [-0.37689, -0.42512, 1.51170], [0.75101, -1.47398, 1.41927], [2.10877, -0.88984, 1.76160], [2.66233, 0.28940, 1.56441], [-1.38245, -0.61894, 0.44135], [-1.95910, -1.90155, 0.20206], [-3.30755, -1.82852, -0.35412], [-1.82405, -1.12416, 3.17360], [-0.35923, -0.55073, 3.70528], [-1.54084, 0.63668, 2.89930], [0.11350, 0.50546, 1.17207], [0.65881, -2.38527, 1.98628], [0.91318, -1.81327, 0.38397], [2.73988, -1.70089, 2.26204], [2.02578, 1.06007, 1.11441], [3.60323, 0.65645, 1.87758], [-1.35596, 0.06798, -0.31813], [-1.31816, -2.50310, -0.46109], [-2.08937, -2.40054, 1.20710], [-3.84123, -1.16426, 0.16130], [-3.25128, -1.56706, -1.32060], [1.24395, 0.63550, -2.17577], [1.78442, 1.00361, -3.61877], [1.99834, 0.81933, -2.72763], [-0.04531, 2.16960, -3.35655], [-0.85745, 1.44463, -2.42572], [-0.59613, 1.39001, -3.37071], [-0.24288, 2.02380, 0.62875], [0.16803, 2.92689, -0.38730], [-0.58400, 2.36140, -0.22766], [2.68186, 2.68652, 0.03020], [2.40271, 1.96247, -1.05717], [2.30599, 2.91321, -0.82712], [-0.61648, -0.78347, -3.31226], [-1.23705, -1.16213, -2.08764], [-0.35002, -0.92288, -2.39174]], "forces_ev_per_angstrom": [[-1.8840, -0.4956, -1.3538], [-0.5163, -1.3069, -1.2940], [1.1595, 1.0751, -0.8138], [1.4790, -2.4648, 1.5968], [-1.9528, 0.8585, -0.5870], [0.0041, 1.4367, 0.9225], [-0.5945, -0.3044, 1.0381], [0.9747, -0.9875, -0.2731], [0.8613, 0.9120, -1.2116], [1.2366, 0.6986, 0.9577], [0.2929, -0.3176, 0.8322], [-0.2711, -0.4012, 0.9351], [-0.5744, -0.1511, 0.4646], [-0.5308, 0.1120, 0.0189], [-0.5033, 1.3021, -0.6482], [0.1895, -0.0713, 0.0422], [0.9663, -0.3059, 0.2895], [0.1640, -0.7255, 0.5214], [-0.3417, -0.3495, 0.1890], [0.5715, 0.2446, -1.0142], [-0.3952, 0.6159, 0.2078], [-0.3884, 0.2620, -0.3812], [-0.8619, -0.3906, -0.6556], [-0.9022, 0.0630, -0.9837], [2.1192, -0.1430, 1.6995], [0.3799, 0.6052, -0.7000], [-0.1828, -0.5520, -0.5590], [-0.6655, 0.8813, 0.9219], [-0.9783, -0.0400, -0.5199], [0.6222, 0.7625, -0.9547], [0.3246, -0.5146, 1.1234], [0.2270, 1.4207, 0.8940], [-0.4492, 0.6206, -1.7190], [0.3080, -1.7219, 0.7938], [0.8997, 0.3685, -0.1920], [0.3620, -0.2160, 0.7191], [-1.1494, -0.7799, -0.3065]], "lowdin_charge": [-0.035, -0.371, -0.160, -0.171, -0.001, -0.059, -0.344, 0.021, 0.097, 0.050, 0.080, 0.083, 0.106, 0.123, 0.120, 0.028, 0.049, 0.090, 0.107, 0.129, 0.060, 0.043, 0.000, 0.026, -0.036, 0.040, 0.034, -0.076, 0.029, 0.010, -0.053, 0.021, 0.020, -0.067, 0.055, 0.013, -0.065], "multiplicity": 1, "lumo_energy_ev": 0.445, "smiles": "C=CC[C@H](C)NCN.O.O.O.O.O", "homo_lumo_gap_ha": 0.327, "de_lowest_ev": 2.586, "total_charge": 0}

---

Record 5
{"formula": "C6H14N2", "method": "the ωB97M-V functional and the def2-TZVPD basis", "elements": ["C", "C", "C", "C", "C", "N", "C", "N", "H", "H", "H", "H", "H", "H", "H", "H", "H", "H", "H", "H", "H", "H"], "positions_angstrom": [[0.27664, -0.39507, -0.12225], [-0.09888, 1.31196, -0.03852], [-0.44388, -0.76982, 1.11694], [1.01051, 2.00860, -0.81373], [-1.46408, 1.59368, -0.64420], [-0.12457, -1.01777, -1.31914], [0.89031, -2.88421, 1.50488], [-0.24091, -2.35668, 1.46817], [1.36235, -0.44713, -0.01475], [-0.09015, 1.69240, 0.98768], [-1.12123, -1.19673, -1.36038], [0.38121, -1.86144, -1.55353], [-1.52950, -0.75964, 1.01872], [-0.09084, -0.25581, 2.01097], [1.97277, 1.87236, -0.31963], [-1.68497, 2.66176, -0.60722], [1.06776, 1.60389, -1.82305], [0.83767, 3.08440, -0.86655], [-1.49287, 1.30030, -1.69269], [-2.25538, 1.06808, -0.11086], [1.83294, -2.38296, 1.22098], [1.00511, -3.87017, 1.95816]], "forces_ev_per_angstrom": [[-0.6318, 3.8648, 1.6070], [1.0574, -1.6098, -1.5475], [0.7687, -4.6947, 0.8473], [-0.1542, 0.2079, 0.2043], [0.1234, -0.0895, 0.0055], [-0.4341, -0.0257, -1.0539], [0.7468, 0.6000, 0.1960], [-1.2621, 1.9898, 0.2394], [-0.1202, -0.0348, 0.0511], [0.1014, -0.5551, 0.0618], [0.1427, -0.0647, 0.0203], [-0.0480, 0.1091, 0.1979], [0.1497, 0.4726, -0.0021], [-0.1686, 0.0123, -0.1414], [0.0771, -0.0821, -0.0395], [-0.0125, 0.0237, 0.0631], [0.0400, 0.0226, -0.0971], [-0.0341, 0.0911, -0.1435], [0.0146, -0.0952, -0.0741], [-0.1219, 0.0180, -0.0054], [-0.1185, 0.0168, 0.0164], [-0.1157, -0.1771, -0.4054]], "lowdin_charge": [-0.384, -0.350, -0.154, -0.105, -0.098, 0.061, -0.131, -0.017, 0.124, 0.117, 0.086, 0.081, 0.098, 0.110, 0.071, 0.078, 0.077, 0.072, 0.074, 0.066, 0.067, 0.058], "multiplicity": 1, "lumo_energy_ev": 1.038, "smiles": "C=NC[C@@H](N)C(C)C", "homo_lumo_gap_ha": 0.348, "de_lowest_ev": 1.964, "total_charge": 0}

---

Record 6
{"formula": "C3H6IN5", "method": "the ωB97M-V functional and the def2-TZVPD basis", "elements": ["C", "C", "C", "N", "N", "N", "N", "N", "I", "H", "H", "H", "H", "H", "H"], "positions_angstrom": [[-0.64142, 0.79567, -0.13368], [1.80821, -1.03086, 0.41944], [-0.53626, -0.46853, 0.60677], [0.02303, 2.37020, -1.31874], [0.42888, 1.50399, -0.43689], [-1.71494, 1.42808, -0.72910], [-1.18416, 2.37192, -1.48731], [0.54921, -1.02034, 1.07748], [-2.41971, -0.94988, 1.65097], [2.27126, -2.16597, 0.28148], [1.62358, -0.57836, -0.55303], [2.57243, -0.50097, 0.98222], [-0.56713, -1.20702, -1.31326], [0.43635, -1.69922, 1.81153], [-2.64932, 1.15130, -0.85789]], "forces_ev_per_angstrom": [[0.0235, 0.1513, 0.4276], [1.7728, -2.4078, -1.0677], [-3.3494, -0.0145, -2.3041], [3.3375, 2.7772, -0.9220], [0.2831, -2.1307, 1.1379], [2.1176, -1.6650, 1.4512], [-3.5986, 0.9612, -1.6114], [0.6978, -0.7058, 1.8865], [1.3037, 0.1468, -0.6381], [-1.5746, 2.6840, 0.2928], [0.5624, -0.1216, -0.0748], [-0.0798, 0.3134, -0.1285], [-0.2435, 0.3713, 1.5537], [-0.2162, 0.0318, 0.0142], [-1.0364, -0.3917, -0.0173]], "lowdin_charge": [-0.472, -0.105, -0.706, -0.070, 0.056, 0.063, -0.018, -0.141, 0.783, 0.146, 0.046, 0.080, 0.113, 0.111, 0.114], "multiplicity": 1, "lumo_energy_ev": [-0.616, -0.548], "homo_lumo_gap_ha": [0.263, 0.294], "de_lowest_ev": 3.304, "total_charge": 0}